[1]
Molecular formula: C6H12FN
Method: DFT, ωB97M-V with the def2-TZVPD basis set

## Properties
Structure (SMILES) = [H]/N=C(/C)CC(C)(C)F
Net charge = 0
Kohn-Sham gap = 10.39 eV
Largest force on an atom = 4.732 eV Å⁻¹
HOMO energy = -9.51 eV
E_LUMO = 0.879 eV
ΔE to the lowest compared entry with this formula, charge and spin = 40.9 kcal/mol

Last column: natural (NBO) charge in e.
Geometry (Å):
H1 -1.86522 1.95656 0.42366  0.325
N1 -2.33394 1.06592 0.00476  -0.618
C1 -1.64389 0.03555 0.14254  0.292
C2 -2.17131 -1.30134 -0.32879  -0.680
C3 -0.38626 -0.09843 0.97445  -0.500
C4 1.08027 -0.19843 -0.07230  0.441
C5 0.86631 0.61499 -1.30999  -0.660
C6 2.27815 0.41314 0.67606  -0.659
F1 1.24393 -1.55324 -0.23093  -0.373
H2 -2.36738 -1.33353 -1.34691  0.227
H3 -1.34223 -1.98615 -0.30962  0.219
H4 -3.13455 -1.51293 0.34322  0.242
H5 -0.26289 0.96248 1.51903  0.195
H6 -0.31002 -0.92070 1.69345  0.235
H7 0.13171 0.12884 -1.85869  0.220
H8 1.79730 0.73384 -1.88395  0.217
H9 0.59300 1.54977 -0.87099  0.225
H10 2.35167 0.00390 1.71967  0.216
H11 3.04677 -0.00341 0.14920  0.217
H12 2.42856 1.44317 0.56614  0.220



[2]
Molecular formula: C6H12FNO3
Method: DFT, ωB97M-V with the def2-TZVPD basis set

## Properties
Structure (SMILES) = CCO[C@](F)(C(=O)[O-])[C@@H](C)[NH3+]
Net charge = 0
Kohn-Sham gap = 7.49 eV
Largest force on an atom = 3.754 eV Å⁻¹
HOMO energy = -8.03 eV
E_LUMO = -0.541 eV
ΔE to the lowest compared entry with this formula, charge and spin = 11.4 kcal/mol

Last column: natural (NBO) charge in e.
Geometry (Å):
C1 -2.42060 -2.11129 -0.22258  -0.618
C2 -0.85815 -2.07930 -0.39671  -0.064
O1 -0.44984 -0.70860 -0.22151  -0.580
C3 0.87798 -0.40290 -0.39528  0.441
F1 0.99983 0.17292 -1.63384  -0.391
C4 1.96677 -1.70409 0.10182  0.780
O2 2.66693 -2.21471 -0.70848  -0.654
O3 1.72210 -1.84984 1.31734  -0.764
C5 1.20056 0.79061 0.52186  -0.095
C6 2.55076 1.47515 0.20910  -0.657
N1 0.10363 1.86751 0.46428  -0.732
H1 -2.73198 -1.51865 0.67069  0.202
H2 -3.01822 -1.70875 -1.03551  0.202
H3 -2.59289 -3.16224 -0.08073  0.214
H4 -0.55666 -2.61135 -1.32870  0.192
H5 -0.51423 -2.66922 0.40480  0.198
H6 1.22864 0.37496 1.52230  0.258
H7 2.42113 1.65045 -0.88553  0.241
H8 3.34918 0.84604 0.35932  0.258
H9 2.78380 2.20443 0.92912  0.211
H10 -0.65144 1.68564 1.21839  0.451
H11 -0.49100 1.77397 -0.47219  0.469
H12 0.56370 2.78694 0.63424  0.441



[3]
Molecular formula: C6H12INO
Method: DFT, ωB97M-V with the def2-TZVPD basis set

## Properties
Net charge = 0
Kohn-Sham gap = 7.77 eV
Largest force on an atom = 4.709 eV Å⁻¹
HOMO energy = -7.19 eV
E_LUMO = 0.579 eV
ΔE to the lowest compared entry with this formula, charge and spin = 73.2 kcal/mol

Last column: natural (NBO) charge in e.
Geometry (Å):
C1 -0.15351 -0.44635 -0.45342  0.699
C2 1.39258 2.78466 0.78000  -0.596
C3 -2.76417 -2.00273 0.29476  -0.628
C4 1.93767 1.92619 -0.31014  -0.539
C5 -1.35815 -2.53800 -0.05342  -0.050
C6 1.98953 0.52260 0.13764  -0.436
N1 -0.49095 0.11335 -1.50711  -0.787
O1 -0.28820 -1.44324 0.33628  -0.517
I1 3.28023 -0.87223 -0.56711  0.146
H1 0.41879 2.43666 1.27619  0.209
H2 2.03565 2.86248 1.65490  0.198
H3 1.26325 3.85548 0.47636  0.213
H4 -3.43295 -2.81062 -0.02328  0.222
H5 -2.84081 -1.86564 1.44070  0.220
H6 -2.96876 -1.09472 -0.12899  0.213
H7 2.75661 2.40016 -0.89845  0.231
H8 1.06268 1.97558 -1.05235  0.245
H9 -1.24717 -2.74824 -1.08773  0.187
H10 -1.11181 -3.38097 0.44394  0.193
H11 1.88535 0.25817 1.20153  0.206
H12 -1.36588 0.06740 -1.96028  0.370